DFT (wB97M-V/def2-TZVPD) results for C19H30BrHgN5O3P2Se as an isolated structure at a distorted geometry.

## Properties
energy above the lowest of the compared OMol25 structures with the same formula, charge and spin = 0.023 eV
max |F| = 1.2 eV Å⁻¹
2S+1 = 2
net charge = -1
total energy = -191928.9821 eV
M = 797.88 g/mol
gap between HOMO and LUMO (spin up / spin down) = 5.860 / 6.075 eV

```
62
Properties=species:S:1:pos:R:3:forces:R:3
Hg -1.731035 1.301500 1.293632 -0.288 -0.765 0.291
Br -0.971496 -0.156455 4.408468 -0.132 -0.170 -0.057
C -2.202896 -1.602142 4.213025 0.189 0.176 0.290
C -2.484660 -2.319335 5.342138 0.058 0.115 -0.049
C -3.366777 -3.412813 5.280160 -0.057 -0.048 -0.100
C -3.923280 -3.766640 4.085822 -0.036 -0.115 0.123
C -3.628638 -3.052678 2.902016 0.177 0.177 0.037
C -4.157268 -3.468401 1.659237 -0.046 -0.047 -0.164
C -3.843097 -2.798067 0.511643 0.003 -0.111 0.085
C -3.036355 -1.642191 0.567933 0.131 0.061 -0.002
C -2.511900 -1.200118 1.751548 0.128 0.808 -0.358
C -2.761265 -1.913855 2.946445 -0.133 -0.091 -0.044
H -2.027161 -2.043381 6.281667 0.013 0.018 -0.004
H -3.582932 -3.969289 6.183032 -0.038 -0.014 -0.005
H -4.597697 -4.613101 4.020180 0.008 -0.019 0.009
H -4.803999 -4.338418 1.636208 0.011 -0.013 0.009
H -4.208648 -3.143862 -0.448567 -0.090 0.003 0.021
H -2.817287 -1.110668 -0.351669 -0.059 0.042 0.018
C -0.928759 0.620763 -4.366441 -0.023 -0.178 -0.075
N 0.320513 0.298865 -3.685485 -0.061 0.280 0.418
C 1.481961 0.957273 -4.258235 -0.009 -0.091 0.005
P 0.191582 -0.074173 -2.065273 0.670 -0.421 -0.543
O -1.114846 0.202188 -1.474821 -0.192 0.116 0.127
O 1.452216 0.770773 -1.476098 -0.395 -0.013 0.044
P 1.844686 1.191350 0.042249 0.836 0.466 -0.524
O 1.200280 0.393652 1.088342 -0.168 -0.088 0.077
N 3.492299 0.975738 0.064941 -0.205 -0.066 0.170
C 4.343659 1.565854 -0.944049 -0.096 0.021 0.043
C 4.075743 -0.119946 0.812158 -0.047 -0.024 0.059
N 1.687103 2.844328 -0.033116 -0.326 -0.664 0.178
C 1.882186 3.463444 1.281485 0.081 0.093 0.034
C 0.590202 3.467458 -0.781750 -0.104 0.065 -0.089
N 0.646694 -1.671841 -1.926262 -0.081 0.366 0.216
C 0.398011 -2.285313 -0.618981 -0.026 -0.065 0.018
C 1.922418 -2.053987 -2.504753 -0.102 0.046 -0.054
H -0.927065 0.181507 -5.367783 -0.003 0.017 0.002
H -1.070829 1.702983 -4.459418 0.030 -0.009 0.039
H -1.761904 0.215063 -3.799080 -0.051 0.029 -0.069
H 1.650846 0.576838 -5.269843 0.027 0.027 -0.002
H 2.364390 0.761746 -3.654847 0.037 0.014 -0.074
H 1.339287 2.042846 -4.318461 0.011 -0.006 0.021
H 3.802477 2.372692 -1.434367 0.100 0.044 -0.032
H 4.648702 0.828016 -1.698102 -0.017 0.002 0.007
H 5.247154 1.973420 -0.480104 0.000 0.022 -0.047
H 3.325786 -0.516371 1.492757 0.058 -0.039 0.022
H 4.932289 0.233819 1.395102 0.004 -0.007 -0.024
H 4.422779 -0.927228 0.153836 -0.015 0.021 -0.016
H 2.666708 2.929389 1.819240 0.019 0.078 0.030
H 0.965132 3.444063 1.878067 -0.004 0.012 -0.057
H 2.190017 4.501998 1.144315 -0.003 -0.015 0.007
H 0.324965 2.857527 -1.642274 0.033 0.058 -0.031
H 0.926284 4.445347 -1.136521 -0.006 -0.006 0.005
H -0.302672 3.609994 -0.167009 0.047 0.005 0.000
H -0.501880 -1.862513 -0.179807 0.006 -0.044 0.034
H 1.224413 -2.113692 0.079720 -0.003 0.004 -0.026
H 0.258938 -3.360123 -0.757456 0.004 0.011 0.021
H 1.993413 -1.657413 -3.516830 0.074 -0.062 -0.021
H 1.977522 -3.142864 -2.550556 0.013 0.002 -0.024
H 2.774778 -1.689457 -1.913628 -0.001 -0.015 0.000
Se -4.279664 6.123756 0.851092 -0.859 0.709 -0.097
C -2.959602 4.956517 1.001226 0.966 -0.715 0.083
N -2.061814 4.215610 1.093886 -0.060 0.014 0.045
```
Forces are in eV/Å.